(i)
Computed, not measured: a cluster of 2 separate species, C5H13N4 in total, with the ωB97M-V functional and the def2-TZVPD basis.

Net charge: +1
HOMO in eV: -11.7
Kohn-Sham gap in eV: 8.654

Each line ends with the Mulliken charge.
Geometry (Å):
C (1.2109, -1.8589, 2.5920)  -0.819
C (0.6786, -1.5049, 1.4081)  0.075
C (-2.3085, -0.2405, -0.1636)  0.099
C (1.3521, 0.8175, -1.9893)  -0.990
C (1.2814, 2.0877, -0.0262)  -0.276
N (-1.0520, -0.4190, 0.1900)  0.017
N (-2.6545, 0.4767, -1.2627)  -0.366
N (0.8435, 1.1278, -0.6853)  -0.170
N (-0.6157, -0.9014, 1.3512)  -0.332
H (2.1417, -2.3205, 2.8575)  0.304
H (0.4967, -1.8137, 3.3340)  0.269
H (1.1582, -1.7012, 0.3308)  0.238
H (-3.0346, -0.9920, 0.2446)  0.291
H (2.3114, 0.2913, -1.8150)  0.321
H (0.6495, 0.1001, -2.3624)  0.304
H (1.5205, 1.7333, -2.5696)  0.395
H (1.1056, 2.1379, 1.0798)  0.278
H (1.9260, 3.0110, -0.4263)  0.234
H (-3.4605, 0.1807, -1.7996)  0.275
H (-2.0378, 0.8743, -1.9216)  0.205
H (-0.1685, 0.1962, -0.3525)  0.368
H (-1.3441, -1.2824, 1.9862)  0.281


(ii)
Computed, not measured: a cluster of 2 separate species, C5H13N4 in total, with the ωB97M-V functional and the def2-TZVPD basis.

Net charge: +1
HOMO (alpha / beta) in eV: -11.1 / -11.1
Kohn-Sham gap (alpha / beta) in eV: 6.928 / 6.937

Each line ends with the Mulliken charge.
Geometry (Å):
C (0.3081, 0.7969, 0.5329)  0.259
C (-0.4159, -0.3808, -1.8015)  -0.520
C (-0.5727, -0.0333, 1.0497)  0.691
C (-0.7189, -0.0509, 2.5308)  -1.653
C (-2.0525, -2.2709, -1.4555)  -0.880
N (0.9334, 1.8283, 0.3013)  -0.539
N (-1.2851, -0.9643, 0.2658)  -0.239
N (3.4097, 2.4576, -0.2440)  -0.773
N (-1.3134, -1.0734, -1.0957)  0.208
H (-0.6144, -0.3844, -2.8250)  0.307
H (0.4004, 0.1094, -1.4055)  0.359
H (-0.8731, -1.0958, 2.8421)  0.394
H (-1.3559, 0.6323, 2.8436)  0.373
H (0.1479, 0.2319, 3.0644)  0.408
H (-1.5655, -2.6560, -2.2646)  0.382
H (-2.1713, -3.0067, -0.5882)  0.305
H (-3.0437, -1.9178, -1.6523)  0.352
H (1.9261, 2.2762, 0.1822)  0.537
H (-2.0567, -1.4038, 0.7177)  0.323
H (3.4741, 1.6482, 0.3600)  0.255
H (3.2062, 2.2398, -1.1938)  0.230
H (4.2333, 3.0175, -0.1646)  0.221


(iii)
Computed, not measured: a cluster of 2 separate species, C5H13N4 in total, with the ωB97M-V functional and the def2-TZVPD basis.

Net charge: +1
HOMO in eV: -12.8
Kohn-Sham gap in eV: 8.811

Each line ends with the Mulliken charge.
Geometry (Å):
C (0.3124, -1.1798, 1.8136)  0.496
C (-0.9990, -1.4991, -0.7370)  0.153
C (-1.7749, -1.3208, 0.4825)  -0.447
C (2.5859, -0.8996, 2.7602)  -0.687
C (0.3303, -0.4222, -2.4805)  -0.926
N (1.2336, -0.9157, 2.5341)  -0.184
N (-0.4070, -0.4861, -1.3045)  0.054
N (-0.7129, -1.7163, 1.3834)  -0.477
N (-1.2242, 2.2517, -0.6458)  -0.844
H (-0.9332, -2.5371, -1.0028)  0.439
H (-0.6637, 0.4395, -1.0221)  0.253
H (-1.9826, -0.2669, 0.7522)  0.241
H (-2.6001, -1.9821, 0.4711)  0.301
H (3.1094, -0.7373, 1.8849)  0.316
H (3.1259, -1.7410, 3.2562)  0.277
H (2.6317, -0.0618, 3.5720)  0.260
H (-0.2585, -0.2856, -3.4096)  0.307
H (1.0617, 0.2920, -2.2897)  0.354
H (0.8101, -1.3839, -2.5939)  0.400
H (-0.5570, 2.8577, -0.2824)  0.220
H (-1.4564, 2.6403, -1.4781)  0.237
H (-2.1128, 2.3628, -0.1830)  0.258


Which structure is most stable? (iii), by 0.0331 hartree over the runner-up.